No. 1
A structure of composition C25H42BN6OS4Sc, computed with ωB97M-V with the def2-TZVPD basis set.

Geometry as ORCA input:
```
! wB97M-V def2-TZVPD RIJCOSX def2/J DEFGRID3
* xyz 2 1
Sc -0.12589 -0.15479 0.60368
C 0.55229 5.66616 2.45742
C 0.88445 4.17758 2.35115
C 2.37771 3.92158 2.56150
C 0.09521 3.41937 3.40836
N 0.56064 3.75025 0.93331
C 1.23387 4.35415 -0.10957
C 0.75801 3.83640 -1.25549
N -0.20766 2.91040 -0.93317
B -0.85028 2.13178 -2.12623
N -2.19829 1.43877 -1.78637
C -3.33151 2.22123 -1.76625
C -4.36879 1.43825 -1.42181
N -3.88212 0.15655 -1.23964
C -2.54874 0.18703 -1.43775
S -1.42022 -1.13851 -1.26232
C -4.81903 -0.94792 -0.79665
C -4.26726 -2.34090 -1.07797
C -6.12281 -0.79056 -1.58273
C -5.05145 -0.75737 0.69932
N 0.18418 1.17543 -2.79956
C 0.02179 0.89453 -4.13956
C 1.03360 0.09897 -4.52273
N 1.84357 -0.10784 -3.41851
C 1.28689 0.53522 -2.36999
S 1.87251 0.51577 -0.72604
C 3.03713 -1.03196 -3.52490
C 4.11586 -0.73630 -2.48809
C 3.65312 -0.83286 -4.91301
C 2.51175 -2.45445 -3.35505
C -0.31134 2.86137 0.40879
S -1.43657 1.84111 1.28339
H 0.79033 6.01106 3.46276
H -0.50950 5.83872 2.27933
H 1.12560 6.27132 1.75622
H 2.63165 4.14525 3.59659
H 3.00411 4.54770 1.92764
H 2.62274 2.87613 2.36548
H 0.40418 3.82328 4.37197
H 0.31198 2.35228 3.40798
H -0.97875 3.56226 3.31431
H 1.97449 5.11531 0.04506
H 1.01122 4.05989 -2.27675
H -1.11617 2.95988 -2.95270
H -3.30334 3.26666 -2.01551
H -5.40725 1.68461 -1.31740
H -3.95048 -2.45629 -2.11461
H -5.07890 -3.04434 -0.89642
H -3.44246 -2.60589 -0.42363
H -5.93874 -0.83078 -2.65679
H -6.65773 0.12790 -1.35006
H -6.78246 -1.61575 -1.32036
H -4.10563 -0.80171 1.24332
H -5.69757 -1.55209 1.07094
H -5.52979 0.19857 0.91443
H -0.79310 1.30476 -4.70863
H 1.25526 -0.31046 -5.48853
H 4.41443 0.31249 -2.49464
H 4.98605 -1.33476 -2.75438
H 3.81514 -1.00530 -1.48067
H 3.86047 0.22059 -5.10251
H 3.02864 -1.22189 -5.71516
H 4.59585 -1.37503 -4.95510
H 2.01746 -2.56346 -2.38655
H 3.34122 -3.15967 -3.40604
H 1.79626 -2.71352 -4.13613
O 0.69923 -1.39531 1.86498
S 1.93586 -2.30736 2.14244
C 1.32983 -3.58826 3.26732
C 0.94238 -4.79387 2.41513
C 1.96018 -4.83903 1.27710
C 2.01240 -3.42261 0.70978
H 0.52659 -3.13670 3.84831
H 2.16823 -3.79773 3.93331
H -0.06929 -4.67600 2.02398
H 0.96282 -5.70043 3.01732
H 1.68338 -5.54564 0.49618
H 2.94100 -5.13543 1.65332
H 1.11324 -3.18269 0.13703
H 2.89704 -3.18312 0.12379
*
```

Output
Molar mass in Da: 626.69
Highest occupied orbital energy in eV: -13.74
Orbital gap in eV: 8.64
DFT total energy in hartree: -3759.7294

No. 2
A structure of composition C25H43AlBrCaCl4F5KN3NbO3PS, computed with ωB97M-V with the def2-TZVPD basis set.

Geometry as ORCA input:
```
! wB97M-V def2-TZVPD RIJCOSX def2/J DEFGRID3
* xyz 2 1
C -4.26939 -1.30383 1.56100
C -3.33320 -2.04372 0.54737
C -3.59557 -1.48623 -0.84331
C -1.88059 -1.87756 1.09942
C -0.68188 -1.50820 0.20345
Nb 0.25567 0.45570 1.10033
C 1.34802 2.12508 2.04224
N 2.59439 2.65160 1.44337
C 1.23225 0.62035 -1.03598
C 1.14714 1.98436 -1.60050
N 2.19769 2.69793 -1.84124
C -1.55358 1.42763 0.48044
C -1.43337 2.92303 0.21618
F -1.90401 3.21608 -1.07613
P 2.42960 -0.99275 1.60357
S 2.75308 -1.33078 3.56408
H -4.57879 -0.35218 1.10272
H -3.72317 -1.01970 2.46091
H -5.14312 -1.86404 1.88141
H -3.60505 -3.10306 0.52060
H -2.88648 -1.83844 -1.59298
H -3.66516 -0.39736 -0.84134
H -4.57341 -1.84169 -1.18141
H -1.61535 -2.79580 1.63266
H -1.92154 -1.10421 1.86489
H -0.86957 -1.30887 -0.87036
H 0.08495 -2.25722 0.30575
H -0.33726 -0.08851 2.72616
H 0.65274 2.95030 2.24773
H 1.60690 1.73014 3.03772
H 2.44266 3.51470 0.94106
H 3.03722 2.00889 0.80178
H 2.29788 0.32801 -1.02931
H 0.71789 -0.06699 -1.74306
H 0.14221 2.37454 -1.79084
H 1.92180 3.61861 -2.18228
H -2.30975 1.23413 1.32510
H -1.93025 0.93393 -0.41440
H -0.41132 3.31116 0.23741
H -2.04645 3.48540 0.92711
H 3.62107 -0.41983 1.07460
H 2.49853 -2.27641 0.88950
Ca 1.00588 -2.55865 -1.23000
C -3.30249 -1.89795 -8.83737
C -2.71180 -0.66828 -8.19298
O -2.74490 -0.75901 -6.73487
C -1.82096 -1.48294 -6.16446
O -0.90936 -2.09457 -6.64526
C -2.01866 -1.42855 -4.62613
F -3.26333 -1.64281 -4.26923
F -1.60940 -0.25052 -4.13680
F -1.22745 -2.38037 -4.05415
H -4.31699 -2.06657 -8.47776
H -3.33214 -1.76163 -9.91709
H -2.70950 -2.78488 -8.61851
H -3.29795 0.21801 -8.41612
H -1.68610 -0.48922 -8.51035
N 3.91305 1.98371 -4.56475
C 4.97375 2.88732 -4.37069
C 5.80577 2.78979 -5.42024
C 5.24517 1.78266 -6.31898
C 4.04875 1.32023 -5.69498
H 3.15301 1.86968 -3.90196
H 5.00285 3.51096 -3.49516
H 6.70270 3.35843 -5.58657
H 5.68746 1.39490 -7.22125
H 3.34142 0.57404 -6.01333
C -7.47799 -2.91553 4.55848
Cl -7.24135 -1.36566 3.81615
Cl -9.20016 -3.31884 4.71314
Cl -6.61122 -4.20498 3.72647
H -7.07527 -2.85564 5.55731
Cl 4.74746 3.28331 -7.89565
O -4.64123 1.59696 1.05942
H -4.18585 2.19055 0.47119
F 3.45667 -2.44164 7.68212
C 3.95630 -1.21372 7.84839
C 4.22552 -0.73613 9.12665
C 4.81339 0.51720 9.25518
C 5.08934 1.28614 8.13836
C 4.79717 0.79267 6.87281
C 4.23568 -0.46605 6.72233
H 4.00416 -1.35280 9.98371
H 5.04555 0.89148 10.24207
H 5.53397 2.26511 8.24792
H 5.01655 1.41245 6.00789
H 3.99680 -0.89732 5.75882
K -7.39544 -3.82625 7.27570
Al 4.86279 0.05300 3.55043
Br 1.40490 -0.43229 8.90470
*
```

Output
Molar mass in Da: 1012.45
Highest occupied orbital energy in eV: -8.80
Orbital gap in eV: 0.93
DFT total energy in hartree: -8597.8790

Question: Which of these has the lowest DFT total energy?
Answer: C25H43AlBrCaCl4F5KN3NbO3PS

Question: What is the highest occupied orbital energy in the first record?
Answer: -13.74 eV

Question: Look up the highest occupied orbital energy of the first one.
Answer: -13.74 eV

Question: Which of these has the lowest DFT total energy?
Answer: C25H43AlBrCaCl4F5KN3NbO3PS